Entry from OMol25: a cluster of 2 separate species, C10H16BrN2 in total in a non-equilibrium geometry (wB97M-V/def2-TZVPD).

CARTESIAN COORDINATES (ANGSTROEM)
C -2.3895 2.4361 1.8509
C -1.9993 1.2036 1.3048
C -3.0485 3.4206 1.1032
C 1.9555 -2.6449 0.7805
C 3.2373 -2.0167 0.1361
C -2.7220 2.1827 -0.9367
C 0.8690 -1.6423 0.3914
C 2.6219 -0.9701 -0.7520
C -2.2360 1.0382 -0.0179
C 0.4352 -0.1980 -1.5857
N -3.2766 3.3769 -0.1926
N 1.1605 -1.2525 -1.0039
Br -2.1290 -0.5297 -0.9401
H -2.0171 2.6160 2.9423
H -1.5810 0.3971 1.8927
H -3.4826 4.3904 1.4504
H 1.7336 -3.6530 0.2971
H 2.0099 -2.8930 1.8962
H 3.8384 -1.5750 0.9002
H 3.7562 -2.7217 -0.3439
H -1.8315 2.3684 -1.4981
H -3.4606 1.8975 -1.6206
H -0.1489 -2.1332 0.4060
H 0.8740 -0.8083 0.9707
H 2.4985 -0.0390 -0.3456
H 3.1721 -0.7294 -1.6753
H 0.5804 0.7806 -1.1656
H 0.4934 -0.2050 -2.6775
H 1.0866 -2.0963 -1.5666

## Properties
Max |F| (hartree/bohr): 0.100
LUMO energy (spin up / spin down) (eV): -4.3 / -3.8
Charge: +1
E_HOMO (spin up / spin down) (hartree): -0.394 / -0.442